Record 1
C43H107ClN2O17P2 | the ωB97M-V functional and the def2-TZVPD basis

Computed properties:
2S+1	1
highest occupied orbital energy	-7.80	eV
E_LUMO	-0.087	eV
SMILES string	C=CC[C@H](O[C@](CCCCl)(COCCC)[C@H](CC(=O)N(C)C)O[C@@H](CCC(C)C)P(=O)(O)O)[PH2]=N.CCO.CCO.CCO.CCO.CCO.CCO.CCO.CCO.CCO.CCO
relative energy (zero: lowest compared OMol25 entry of this formula, charge and spin)	0.0000	eV
Kohn-Sham gap	7.7	eV

Each line ends with the Löwdin charge.
Atoms and positions in Å:
C1 -3.06051 1.77946 -2.78823  -0.003
C2 -1.92083 1.02438 -2.94833  -0.157
C3 -1.99428 -0.44991 -3.30139  -0.169
C4 -2.03747 -1.37362 -2.03122  -0.436
O1 -0.90983 -2.19371 -2.08841  -0.079
C5 -0.58817 -3.04034 -0.98775  -0.349
C6 -1.22329 -4.43045 -1.24230  -0.118
C7 -0.47815 -5.65411 -0.69999  -0.232
C8 -1.04906 -6.88686 -1.43248  -0.602
Cl1 -0.99309 -8.36264 -0.44915  0.550
C9 -0.99583 -2.53399 0.39856  -0.117
O2 -1.00440 -3.59703 1.32993  -0.132
C10 -1.89780 -3.37827 2.39430  -0.233
C11 -1.96249 -4.66049 3.22112  -0.190
C12 -2.97542 -5.62678 2.56620  -0.086
C13 0.95306 -3.06403 -1.05262  -0.243
C14 1.50178 -3.67373 -2.35830  -0.021
C15 2.15346 -2.65609 -3.29068  -0.396
O3 1.72930 -1.52901 -3.41153  0.134
N1 3.29088 -3.09772 -4.07137  -0.173
C16 2.92146 -4.14834 -5.01837  -0.071
C17 4.41325 -3.50604 -3.23041  -0.089
O4 1.51123 -3.60899 0.12206  -0.090
C18 2.83709 -3.21399 0.38127  -0.342
C19 2.98102 -2.06384 1.36004  -0.144
C20 2.56875 -0.70535 0.78015  -0.188
C21 3.26844 0.49146 1.43707  -0.379
C22 2.39384 1.75217 1.17653  -0.062
C23 4.65802 0.72560 0.80263  -0.069
P1 3.64341 -4.69260 1.13850  0.503
O5 3.49325 -4.72540 2.59436  -0.244
O6 2.96952 -6.01208 0.50974  -0.110
O7 5.21830 -4.66605 0.78482  -0.109
P2 -3.67142 -2.25325 -2.08486  0.801
N2 -3.68958 -3.47851 -3.10038  -0.285
H1 -3.31716 2.57865 -3.47503  0.043
H2 -3.75505 1.54630 -1.98097  0.050
H3 -0.93579 1.45382 -2.77461  0.104
H4 -2.88441 -0.58788 -3.90336  0.082
H5 -1.08187 -0.68390 -3.84254  0.114
H6 -2.06501 -0.67297 -1.18906  0.116
H7 -1.35008 -4.53800 -2.31926  0.104
H8 -2.21655 -4.44239 -0.79124  0.108
H9 0.59030 -5.65363 -0.87736  0.086
H10 -0.70816 -5.79941 0.34973  0.089
H11 -2.05328 -6.68225 -1.79560  0.075
H12 -0.45368 -7.04758 -2.33109  0.068
H13 -0.25817 -1.80057 0.74590  0.130
H14 -1.97141 -2.04266 0.44113  0.108
H15 -1.56836 -2.53124 3.00902  0.130
H16 -2.91198 -3.17701 2.02817  0.098
H17 -0.97745 -5.12259 3.19055  0.101
H18 -2.24549 -4.42756 4.24376  0.107
H19 -3.07935 -5.37002 1.51120  0.062
H20 -3.95621 -5.46379 3.01262  0.067
H21 -2.67094 -6.66605 2.64045  0.065
H22 1.22953 -2.00651 -1.09257  0.135
H23 2.23941 -4.42834 -2.07740  0.106
H24 0.73450 -4.19716 -2.92722  0.129
H25 3.81092 -4.72222 -5.26733  0.086
H26 2.50816 -3.72973 -5.93351  0.085
H27 2.18607 -4.85868 -4.62068  0.083
H28 4.25083 -4.52220 -2.82977  0.076
H29 4.53724 -2.81061 -2.40532  0.077
H30 5.31608 -3.57640 -3.83151  0.091
H31 3.40866 -2.98248 -0.52516  0.116
H32 4.04242 -2.00308 1.62459  0.124
H33 2.45013 -2.26738 2.28703  0.129
H34 1.49169 -0.58258 0.88706  0.090
H35 2.77481 -0.66419 -0.29413  0.113
H36 3.36242 0.32047 2.50808  0.132
H37 2.84042 2.39252 0.41890  0.070
H38 2.26311 2.32816 2.09260  0.052
H39 1.39551 1.49523 0.82226  0.068
H40 4.72231 0.23858 -0.16912  0.066
H41 4.85406 1.78573 0.65893  0.066
H42 5.43789 0.37962 1.48089  0.075
H43 3.21255 -6.12225 -0.41786  0.073
H44 5.45868 -5.43517 0.25750  0.075
H45 -4.62202 -1.28436 -2.46276  0.025
H46 -4.05051 -2.64758 -0.79452  -0.012
H47 -4.38212 -3.24426 -3.80543  -0.052
C24 -1.34945 -4.18550 -6.72465  -0.087
C25 -2.22271 -2.96389 -6.50399  -0.325
O8 -3.58187 -3.24758 -6.82264  -0.089
H48 -1.41465 -4.51766 -7.76158  0.075
H49 -0.30463 -3.96970 -6.48963  0.058
H50 -1.68431 -5.01348 -6.09505  0.073
H51 -1.89998 -2.14354 -7.14456  0.112
H52 -2.16349 -2.63450 -5.46135  0.080
H53 -3.86497 -3.96458 -6.24676  0.070
C26 0.58175 5.74978 4.40803  -0.098
C27 1.41200 4.91268 3.45389  -0.315
O9 0.90122 3.58353 3.34239  -0.102
H54 0.55963 5.28929 5.39619  0.077
H55 0.98343 6.75872 4.50152  0.077
H56 -0.45120 5.82255 4.06278  0.065
H57 2.43724 4.82471 3.81132  0.112
H58 1.43293 5.37303 2.46020  0.110
H59 -0.00042 3.64534 3.01480  0.083
C28 -3.68131 6.09455 -3.17835  -0.091
C29 -2.88776 6.20093 -1.88775  -0.316
O10 -1.79016 5.28925 -1.88583  -0.088
H60 -4.05397 5.07849 -3.31341  0.059
H61 -4.53014 6.78158 -3.17762  0.071
H62 -3.04894 6.32617 -4.03886  0.074
H63 -3.51472 5.94999 -1.03273  0.111
H64 -2.50843 7.21681 -1.75420  0.082
H65 -1.22643 5.51256 -2.63140  0.078
C30 -3.83095 6.60290 7.01389  -0.097
C31 -2.44167 6.22566 6.53659  -0.323
O11 -1.72340 7.35685 6.04303  -0.095
H66 -4.40188 7.05907 6.20547  0.075
H67 -4.37288 5.73207 7.37214  0.055
H68 -3.77160 7.33630 7.82317  0.075
H69 -2.50027 5.51056 5.71696  0.107
H70 -1.86968 5.76847 7.35144  0.110
H71 -1.65225 7.99219 6.76034  0.078
C32 -8.41881 3.58156 6.75763  -0.094
C33 -7.70201 4.80566 7.29674  -0.314
O12 -6.50340 5.07479 6.57138  -0.098
H72 -7.76703 2.70877 6.80582  0.075
H73 -9.32561 3.37431 7.32739  0.074
H74 -8.69400 3.72580 5.71008  0.071
H75 -7.41196 4.65251 8.33495  0.113
H76 -8.35553 5.68285 7.24848  0.109
H77 -6.74556 5.22522 5.65323  0.084
C34 5.97767 0.28728 -3.73542  -0.084
C35 6.56415 1.46731 -2.98292  -0.314
O13 7.88011 1.17187 -2.51038  -0.090
H78 5.94620 -0.59277 -3.09142  0.063
H79 4.96662 0.50225 -4.08399  0.080
H80 6.59575 0.03585 -4.60064  0.076
H81 5.95614 1.70193 -2.11054  0.103
H82 6.60118 2.35402 -3.62588  0.104
H83 8.42604 0.97134 -3.27648  0.073
C36 -6.74865 -1.26453 2.66970  -0.087
C37 -5.63569 -2.09712 2.06335  -0.317
O14 -5.16245 -1.52607 0.83973  -0.129
H84 -7.57978 -1.17447 1.96988  0.077
H85 -7.11442 -1.71385 3.59361  0.077
H86 -6.39770 -0.25372 2.89151  0.074
H87 -5.99103 -3.09831 1.82449  0.117
H88 -4.80075 -2.18703 2.76515  0.099
H89 -4.83460 -0.64385 1.04129  0.083
C38 2.29248 -8.58839 3.77744  -0.088
C39 1.08794 -7.89501 4.38546  -0.326
O15 1.40072 -6.55179 4.72444  -0.088
H90 3.13217 -8.57614 4.47297  0.076
H91 2.06779 -9.62531 3.51823  0.071
H92 2.61320 -8.06515 2.87368  0.062
H93 0.77820 -8.39860 5.30094  0.108
H94 0.24324 -7.90316 3.68576  0.101
H95 1.67102 -6.09980 3.91580  0.055
C40 10.77570 3.41176 -3.70042  -0.092
C41 10.05669 4.73922 -3.56498  -0.318
O16 8.68310 4.61830 -3.92553  -0.086
H96 10.70425 3.04208 -4.72445  0.076
H97 11.82978 3.50018 -3.43304  0.074
H98 10.31339 2.66631 -3.04876  0.060
H99 10.49574 5.48589 -4.22478  0.110
H100 10.12483 5.10841 -2.53630  0.109
H101 8.28784 3.96945 -3.33408  0.058
C42 -2.49818 11.56906 -0.88623  -0.093
C43 -1.60644 10.82323 -1.86124  -0.314
O17 -2.09172 9.50473 -2.11031  -0.098
H102 -2.56528 11.02682 0.05724  0.076
H103 -2.11298 12.57035 -0.68916  0.074
H104 -3.51230 11.66045 -1.28268  0.071
H105 -0.60193 10.71629 -1.45604  0.112
H106 -1.53964 11.36689 -2.80929  0.108
H107 -2.97560 9.58449 -2.48062  0.079

Record 2
C26H56NO2P2RuSi4Te | the ωB97M-V functional and the def2-TZVPD basis

Computed properties:
2S+1	6
expectation value of S²	8.797
highest occupied orbital energy (spin up / spin down)	-3.95 / -7.69	eV
E_LUMO (spin up / spin down)	0.404 / -2.122	eV
Kohn-Sham gap (spin up / spin down)	4.4 / 5.6	eV

Each line ends with the Mulliken spin population.
Atoms and positions in Å:
C1 1.73322 -3.33027 3.93960  0.405
C2 2.01349 -2.35924 2.93970  -0.087
N1 1.30567 -2.41901 1.74483  0.256
C3 0.22884 -3.20924 1.62657  0.402
C4 -0.13369 -4.09205 2.64596  -0.016
C5 0.65445 -4.17573 3.79510  0.330
C6 2.94003 -1.32342 3.10708  0.516
P1 2.91565 0.04594 1.95041  0.003
Ru1 1.70763 -0.91242 0.26320  1.574
P2 0.46223 -2.35339 -0.96122  0.044
C7 -0.58450 -3.09843 0.35031  0.091
C8 2.52339 0.26561 -1.28589  -0.190
C9 2.64171 1.63946 -1.09377  0.124
C10 3.04664 2.45716 -2.15742  -0.020
C11 3.34150 1.89680 -3.40307  0.041
C12 3.23475 0.51396 -3.57793  -0.006
C13 2.83989 -0.31052 -2.51671  0.078
O1 6.64478 -3.97147 3.10276  0.002
O2 7.44257 -1.52317 -1.19575  0.001
H1 2.38346 -3.33001 4.81513  0.015
H2 -1.01757 -4.70307 2.48667  0.001
H3 0.41257 -4.90214 4.56849  0.054
C14 2.30099 1.46694 2.92757  0.073
C15 4.62503 0.52458 1.56586  0.019
H4 -0.88722 -4.09619 0.00946  0.012
H5 -1.49313 -2.49668 0.50236  0.024
H6 7.37474 -3.58558 2.64054  0.000
H7 3.57111 -1.36665 3.99889  -0.005
C16 -0.58273 -1.79425 -2.30815  0.011
C17 1.33438 -3.80712 -1.61238  0.002
H8 2.40234 2.07866 -0.12218  0.010
H9 3.13903 3.53253 -2.00202  0.001
H10 3.65606 2.53607 -4.23067  0.003
H11 3.46145 0.06731 -4.54641  0.001
H12 2.78339 -1.39526 -2.63678  0.008
H13 2.59737 -2.21395 -0.16260  0.065
H14 7.33792 -1.73282 -2.13641  0.000
H15 6.64807 -1.05151 -0.95731  0.002
H16 6.08368 -4.34884 2.40526  0.000
H17 3.21644 -1.64148 -0.03437  0.121
H18 2.94477 1.52571 3.81755  -0.002
H19 2.35823 2.40593 2.35964  0.002
H20 1.25894 1.29116 3.22854  -0.014
H21 5.16339 0.62673 2.51778  -0.003
H22 5.10907 -0.24459 0.94880  0.011
H23 4.61085 1.47862 1.01862  0.004
H24 0.59893 -4.60096 -1.79557  0.001
H25 1.84193 -3.54910 -2.54882  0.006
H26 2.08565 -4.15623 -0.89569  0.004
H27 -0.99756 -2.65507 -2.85073  0.001
H28 -1.39521 -1.16603 -1.92816  -0.011
H29 0.03405 -1.20325 -2.99629  0.003
C18 -3.39689 -0.23335 2.65093  0.041
Si1 -3.26754 1.50063 1.91377  0.070
C19 -4.97141 2.30366 1.79959  0.028
C20 -2.24067 2.58951 3.06384  0.014
Si2 -2.46128 1.25210 -0.30153  0.201
Te1 -0.37137 0.54582 0.84869  0.558
Si3 -4.05211 0.16459 -1.64863  0.007
C21 -5.63999 1.17248 -1.61002  0.024
C22 -3.48543 0.06873 -3.44363  0.003
C23 -4.34962 -1.56150 -0.96228  0.007
Si4 -1.72513 3.17597 -1.40725  0.039
C24 -3.27195 4.11543 -1.92290  0.020
C25 -0.65200 4.26413 -0.31110  0.035
C26 -0.71669 2.64601 -2.91075  -0.012
H30 -3.79192 -0.12424 3.67246  0.001
H31 -2.42653 -0.74559 2.71587  -0.012
H32 -4.08504 -0.87691 2.08701  0.010
H33 -5.23328 2.62926 2.81731  0.000
H34 -4.97469 3.18736 1.14770  -0.003
H35 -5.74095 1.60420 1.45145  -0.001
H36 -1.31222 2.11101 3.40081  -0.007
H37 -1.98539 3.55675 2.61046  0.001
H38 -2.85606 2.78697 3.95587  0.001
H39 -5.48468 2.22833 -1.86381  -0.005
H40 -6.31415 0.73583 -2.36238  0.001
H41 -6.13883 1.12690 -0.63509  -0.001
H42 -2.62615 -0.59588 -3.59390  0.000
H43 -4.32895 -0.33029 -4.02724  -0.001
H44 -3.22794 1.05301 -3.85485  0.000
H45 -3.43761 -2.17283 -0.93061  0.000
H46 -4.77785 -1.53732 0.04823  0.001
H47 -5.06973 -2.06108 -1.62834  0.001
H48 -3.93036 4.33244 -1.07078  0.000
H49 -2.93890 5.07340 -2.34937  0.001
H50 -3.85599 3.58315 -2.68496  -0.001
H51 0.31637 3.79918 -0.08455  -0.011
H52 -0.46278 5.20078 -0.85929  0.000
H53 -1.14228 4.51890 0.63814  0.005
H54 0.11994 1.98555 -2.64452  0.014
H55 -1.32041 2.13793 -3.67311  -0.001
H56 -0.29024 3.55495 -3.36162  0.001

Record 3
C6H12O | the ωB97M-V functional and the def2-TZVPD basis

Computed properties:
2S+1	1
highest occupied orbital energy	-9.76	eV
E_LUMO	1.190	eV
SMILES string	CCOCC1CC1
relative energy (zero: lowest compared OMol25 entry of this formula, charge and spin)	1.4741	eV
Kohn-Sham gap	10.9	eV

Each line ends with the Löwdin charge.
Atoms and positions in Å:
C1 -0.30800 -2.17886 -2.16122  -0.078
C2 -0.56259 -0.72877 -1.79972  -0.301
O1 -0.46208 -0.62224 -0.40036  -0.150
C3 -0.58218 0.69616 0.07842  -0.215
C4 -0.19158 0.72140 1.53284  -0.275
C5 0.63732 1.86174 2.05552  -0.125
C6 1.24750 0.49948 1.90191  -0.119
H1 -0.36220 -2.33431 -3.24313  0.074
H2 0.68457 -2.47836 -1.81117  0.077
H3 -1.04799 -2.82133 -1.67471  0.077
H4 -1.55698 -0.40233 -2.15030  0.120
H5 0.18132 -0.07104 -2.28320  0.119
H6 0.07341 1.37106 -0.50059  0.127
H7 -1.61573 1.06195 -0.05318  0.131
H8 -0.93380 0.29618 2.20509  0.138
H9 0.93578 2.63060 1.34705  0.098
H10 0.44215 2.23070 3.05804  0.096
H11 1.95779 0.33583 1.09560  0.105
H12 1.46331 -0.06788 2.80310  0.099